(1)
The following is a quantum chemistry calculation of a 2-piece molecular cluster, C6H12O4 overall at a distorted geometry, from the OMol25 dataset.

```
22
Properties=species:S:1:pos:R:3:lowdin_charge:R:1
C -6.66592 0.50016 -12.28152 -0.189
C -8.06366 1.00337 -12.22342 -0.199
O -7.83388 2.26923 -12.72860 -0.074
C -6.75669 2.71559 -12.05371 -0.281
O -5.98716 1.59644 -11.71262 -0.080
H -6.44047 -0.35386 -11.61424 0.133
H -6.33582 0.22621 -13.30203 0.135
H -8.48906 1.10500 -11.20649 0.138
H -8.73227 0.33819 -12.80302 0.140
H -6.17927 3.47302 -12.61792 0.143
H -7.18566 3.21404 -11.16322 0.135
C -1.99069 -3.54035 -11.50990 -0.186
C -2.92003 -2.37288 -11.82660 -0.168
O -3.74467 -2.88493 -12.87442 -0.074
C -3.97367 -4.15506 -12.44446 -0.267
O -2.75189 -4.65181 -11.90878 -0.096
H -1.08097 -3.46652 -12.13632 0.123
H -1.66735 -3.72357 -10.46715 0.130
H -2.28137 -1.50558 -12.08226 0.134
H -3.53886 -2.08943 -10.95358 0.126
H -4.75610 -4.13000 -11.66178 0.131
H -4.34388 -4.79274 -13.27016 0.144
```

Values from the calculation:
- Highest occupied orbital energy: -9.71 eV
- SMILES string: C1COCO1.C1COCO1
- Relative energy (zero: lowest compared OMol25 entry of this formula, charge and spin): 3.216 eV
- Kohn-Sham gap: 10.5 eV

(2)
The following is a quantum chemistry calculation of C66H75NbO17P as an isolated structure at a distorted geometry, from the OMol25 dataset.

```
160
Properties=species:S:1:pos:R:3:lowdin_charge:R:1
C 9.48342 -0.67758 0.68952 -0.158
C 8.61346 -2.10521 0.66831 -0.246
C 8.43721 -2.64005 -0.89081 -0.221
C 7.90596 -1.42542 -1.86907 -0.220
C 7.51222 -1.96899 -3.39535 -0.216
C 6.17039 -1.17927 -3.96476 -0.214
C 6.34321 0.45568 -3.93064 -0.222
C 5.37494 1.21823 -2.84810 -0.226
C 4.02304 1.89458 -3.52721 -0.212
C 2.77529 1.55509 -2.46971 -0.223
C 1.34851 2.26655 -2.92057 -0.225
C 0.32106 2.55494 -1.67314 -0.234
C -0.28675 1.15736 -0.98596 -0.216
C -1.48394 1.57219 0.05493 -0.220
C -2.41590 0.30489 0.56348 -0.217
C -3.84611 0.15822 -0.23006 -0.248
C -3.75651 0.35148 -1.85566 -0.331
C -4.84536 -0.59893 -2.69764 -0.483
Nb -4.37018 -2.82548 -2.62172 1.028
P -6.71453 -3.32828 -3.57607 0.435
O -7.54659 -4.19431 -2.52901 -0.674
H 8.77307 0.23308 0.48201 0.073
H 9.97738 -0.50004 1.73544 0.067
H 10.24901 -0.72382 -0.20778 0.078
H 7.56792 -1.95433 1.18760 0.106
H 9.27886 -2.86743 1.29368 0.083
H 7.69771 -3.55134 -0.84873 0.112
H 9.48478 -3.06680 -1.24166 0.115
H 6.94810 -0.96468 -1.37561 0.110
H 8.72654 -0.58323 -2.01137 0.106
H 7.38768 -3.13867 -3.39226 0.105
H 8.48215 -1.74684 -4.05322 0.114
H 5.95720 -1.54521 -5.07278 0.109
H 5.24743 -1.49872 -3.28139 0.118
H 6.10993 0.84203 -5.02764 0.109
H 7.45739 0.75164 -3.67977 0.103
H 4.99473 0.41132 -2.07445 0.093
H 5.95985 2.05658 -2.26716 0.111
H 3.79723 1.47581 -4.60051 0.113
H 4.16785 3.06044 -3.59454 0.107
H 2.66131 0.38442 -2.48939 0.115
H 3.09034 1.92981 -1.40403 0.114
H 0.79576 1.54844 -3.68986 0.120
H 1.55014 3.29573 -3.46704 0.106
H 0.83004 3.13174 -0.76309 0.114
H -0.58543 3.19258 -2.06312 0.105
H 0.61542 0.62337 -0.44348 0.114
H -0.60961 0.45683 -1.86592 0.099
H -0.94250 1.97880 1.03738 0.090
H -2.15061 2.48849 -0.32053 0.120
H -2.69205 0.53387 1.70191 0.088
H -1.83066 -0.72336 0.59224 0.117
H -4.34050 -0.87416 0.10702 0.082
H -4.54392 1.03820 0.17358 0.108
H -2.71171 0.11379 -2.32931 0.065
H -3.97611 1.50224 -2.08513 0.096
H -4.84171 -0.20625 -3.80839 0.041
H -5.90958 -0.36405 -2.21591 0.031
H -5.11012 -2.99039 -0.94710 -0.147
H -4.05260 -4.64080 -2.55906 -0.175
H -3.70397 -2.85313 -4.33663 -0.148
H -2.72644 -2.45918 -1.95033 -0.161
H -6.61734 -4.02657 -4.85802 -0.093
H -7.47558 -2.12161 -3.83736 -0.064
C -9.38169 -3.95845 -5.88293 0.016
C -10.00306 -3.43770 -4.82036 0.021
C -11.41386 -3.00906 -4.89186 -0.378
O -11.98279 -2.53048 -3.92037 0.097
C -12.11148 -3.17960 -6.18184 0.014
C -11.49012 -3.70036 -7.24441 0.013
C -10.07931 -4.12899 -7.17291 -0.383
O -9.51039 -4.60757 -8.14440 0.085
H -8.34709 -4.27720 -5.84769 0.059
H -9.50532 -3.30678 -3.86698 0.082
H -13.14609 -2.86085 -6.21709 0.117
H -11.98785 -3.83127 -8.19780 0.117
C 13.66782 -4.88984 3.28183 0.021
C 12.74252 -5.17387 2.36017 0.026
C 12.05972 -4.10469 1.60529 -0.375
O 11.21124 -4.36367 0.76295 0.088
C 12.44000 -2.71037 1.90703 0.027
C 13.36531 -2.42633 2.82869 0.026
C 14.04811 -3.49551 3.58357 -0.385
O 14.89659 -3.23653 4.42591 0.094
H 14.17762 -5.66200 3.84496 0.121
H 12.45307 -6.19151 2.12683 0.123
H 11.93021 -1.93820 1.34390 0.099
H 13.65476 -1.40869 3.06203 0.123
C -3.86058 -8.03716 -7.32614 0.010
C -3.58119 -6.97871 -6.55938 0.027
C -4.64635 -6.07210 -6.08744 -0.368
O -4.39130 -5.10195 -5.38725 -0.005
C -6.03159 -6.38122 -6.49409 0.035
C -6.31098 -7.43968 -7.26086 0.024
C -5.24582 -8.34628 -7.73279 -0.394
O -5.50088 -9.31643 -8.43298 0.078
H -3.09115 -8.71169 -7.68143 0.116
H -2.57033 -6.73893 -6.25197 0.123
H -6.80102 -5.70669 -6.13880 0.082
H -7.32184 -7.67946 -7.56826 0.121
C -9.13533 2.30969 -1.31176 0.019
C -8.56684 1.39889 -2.10774 0.030
C -7.93628 1.78498 -3.38545 -0.379
O -7.41747 0.95175 -4.11557 0.087
C -7.95684 3.21593 -3.74847 0.022
C -8.52534 4.12672 -2.95249 0.013
C -9.15590 3.74063 -1.67478 -0.392
O -9.67470 4.57386 -0.94466 0.083
H -9.60280 2.04328 -0.37168 0.121
H -8.54292 0.34558 -1.85520 0.126
H -7.48937 3.48233 -4.68855 0.121
H -8.54926 5.18003 -3.20503 0.118
C -0.26058 3.44555 4.35029 0.036
C 0.01881 4.50401 5.11705 0.009
C -1.04635 5.41061 5.58898 -0.374
O -0.79130 6.38076 6.28917 0.089
C -2.43159 5.10149 5.18234 0.017
C -2.71098 4.04304 4.41557 0.031
C -1.64582 3.13643 3.94364 -0.367
O -1.90088 2.16628 3.24345 0.086
H 0.50885 2.77102 3.99500 0.128
H 1.02967 4.74379 5.42446 0.102
H -3.20102 5.77602 5.53763 0.090
H -3.72184 3.80326 4.10817 0.124
C -5.74212 9.19898 5.14689 0.024
C -6.56420 9.73148 4.23752 0.022
C -6.42812 9.41349 2.80240 -0.382
O -7.17886 9.90198 1.96916 0.104
C -5.35006 8.48354 2.41154 0.028
C -4.52797 7.95104 3.32091 0.027
C -4.66405 8.26904 4.75603 -0.368
O -3.91332 7.78055 5.58928 0.085
H -5.82774 9.42226 6.20333 0.122
H -7.36029 10.41464 4.50837 0.122
H -5.26443 8.26026 1.35510 0.126
H -3.73188 7.26789 3.05006 0.121
C 2.30076 2.78288 9.44887 0.023
C 2.26146 3.34552 10.66056 0.020
C 1.91242 4.76948 10.83302 -0.385
O 1.87816 5.28578 11.94152 0.097
C 1.60707 5.54671 9.61545 0.031
C 1.64636 4.98406 8.40375 0.027
C 1.99541 3.56011 8.23130 -0.372
O 2.02967 3.04380 7.12280 0.095
H 2.55561 1.74003 9.30474 0.122
H 2.48212 2.78867 11.56336 0.122
H 1.35222 6.58955 9.75957 0.126
H 1.42571 5.54092 7.50095 0.100
C 6.91098 -4.77655 3.83986 0.020
C 5.59412 -4.67873 4.04637 0.025
C 5.04002 -3.70884 5.01151 -0.383
O 3.83500 -3.62002 5.20263 0.107
C 5.99685 -2.85062 5.73797 0.022
C 7.31370 -2.94844 5.53146 0.019
C 7.86780 -3.91833 4.56632 -0.389
O 9.07283 -4.00716 4.37520 0.084
H 7.33393 -5.48306 3.13614 0.123
H 4.87932 -5.30059 3.52085 0.125
H 5.57390 -2.14411 6.44168 0.122
H 8.02851 -2.32658 6.05698 0.121
```

Values from the calculation:
- Highest occupied orbital energy: -4.86 eV
- Net charge: -1
- Relative energy (zero: lowest compared OMol25 entry of this formula, charge and spin): 9.200 eV
- Kohn-Sham gap: 4.1 eV

(3)
The following is a quantum chemistry calculation of an isolated molecule of C4H4N2O at a distorted geometry, from the OMol25 dataset.

```
11
Properties=species:S:1:pos:R:3:lowdin_charge:R:1
N -1.80731 -1.87893 -0.18329 0.095
C -0.61985 -1.50519 -0.05333 -0.141
C 0.44413 -0.41043 0.10078 -0.232
C 1.80755 -0.87400 0.11713 -0.234
O 2.78881 -0.07483 -0.15654 -0.055
C -0.05333 0.89657 -0.12156 -0.076
N -1.35963 1.22076 0.04106 0.108
H 1.86992 -2.02302 0.35019 0.144
H 0.61873 1.77253 -0.49388 0.177
H -2.11876 0.66241 0.41101 0.106
H -1.57025 2.21413 -0.01157 0.111
```

Values from the calculation:
- Highest occupied orbital energy: -9.20 eV
- SMILES string: N#C/C(C=O)=C\N
- Relative energy (zero: lowest compared OMol25 entry of this formula, charge and spin): 2.400 eV
- Kohn-Sham gap: 8.7 eV

(4)
The following is a quantum chemistry calculation of C31H49BCdClN6S3SeSi as an isolated structure, from the OMol25 dataset.

```
94
Properties=species:S:1:pos:R:3:lowdin_charge:R:1
Cd -0.22280 0.91057 -0.56388 1.063
C 2.36956 2.11197 5.11672 -0.049
C 1.87902 2.04115 3.66723 -0.534
C 0.50950 2.70855 3.61407 -0.106
C 2.82569 2.79386 2.73079 -0.034
N 1.90592 0.59149 3.25179 0.010
C 3.07343 -0.13963 3.46788 -0.085
C 2.92195 -1.32246 2.86644 -0.103
N 1.68377 -1.33512 2.25486 0.001
B 1.33964 -2.52238 1.32332 -0.608
N -0.17590 -2.91236 1.39463 0.024
C -0.56358 -3.52747 2.57307 -0.075
C -1.89623 -3.55847 2.61886 -0.073
N -2.37383 -2.97587 1.44466 0.001
C -1.29851 -2.56049 0.68371 -0.742
S -1.33762 -1.84624 -0.86140 0.556
C -3.84694 -2.65308 1.37560 -0.540
C -4.33867 -2.14197 0.02499 -0.095
C -4.13746 -1.58154 2.43184 -0.032
C -4.61613 -3.94221 1.68486 -0.048
N 1.91753 -2.33393 -0.11160 0.038
C 1.87184 -3.43296 -0.95165 -0.082
C 2.74796 -3.24227 -1.94042 -0.059
N 3.34958 -1.99676 -1.73764 0.005
C 2.81212 -1.42897 -0.59653 -0.671
S 3.13606 0.12247 0.04568 0.635
C 4.56047 -1.55542 -2.50976 -0.552
C 4.35270 -0.21804 -3.21845 -0.049
C 5.75753 -1.49739 -1.55761 -0.051
C 4.84860 -2.60046 -3.58669 -0.071
C 1.05326 -0.16566 2.49763 -0.707
S -0.56612 0.17607 2.05068 0.569
H 2.28377 3.14314 5.46406 0.084
H 1.75397 1.47707 5.75821 0.092
H 3.41336 1.81234 5.22666 0.066
H 0.64004 3.72173 4.00864 0.088
H 0.12425 2.79486 2.60185 -0.039
H -0.22310 2.18113 4.22594 0.073
H 2.85438 3.85111 3.00904 0.091
H 3.84073 2.38813 2.77580 0.080
H 2.46700 2.72258 1.70209 0.063
H 3.91611 0.24798 4.01004 0.112
H 3.60442 -2.15250 2.78088 0.122
H 1.94620 -3.46103 1.80534 0.118
H 0.16365 -3.88058 3.28704 0.119
H -2.54349 -3.95284 3.38207 0.108
H -3.91945 -1.17240 -0.22219 0.048
H -4.09447 -2.82579 -0.78601 0.070
H -5.42823 -2.04745 0.09847 0.085
H -3.56316 -0.67955 2.21229 0.066
H -5.20396 -1.33430 2.42663 0.089
H -3.86201 -1.92060 3.43415 0.080
H -4.33182 -4.72948 0.98278 0.093
H -4.44500 -4.30161 2.70131 0.066
H -5.68619 -3.75089 1.57742 0.084
H 1.20509 -4.25968 -0.76617 0.123
H 2.95427 -3.86609 -2.78965 0.103
H 4.13956 0.57730 -2.51247 0.041
H 5.26638 0.02853 -3.77052 0.084
H 3.52604 -0.28594 -3.92763 0.087
H 5.58334 -0.77135 -0.76412 0.037
H 5.92702 -2.48170 -1.10942 0.088
H 6.65387 -1.20637 -2.11490 0.084
H 4.02081 -2.68211 -4.29776 0.089
H 5.73436 -2.27853 -4.13464 0.086
H 5.05654 -3.58394 -3.15709 0.082
C -2.67968 6.12917 -0.03044 -0.255
Si -2.54263 4.25714 -0.07195 -0.040
C -3.40022 3.70002 -1.64546 -0.245
C -3.49867 3.56318 1.38877 -0.243
Se -0.39844 3.64965 0.01455 0.081
H -3.72498 6.44749 -0.14599 0.021
H -2.09524 6.55823 -0.85375 0.020
H -2.28967 6.54034 0.90796 0.019
H -4.45094 4.02396 -1.66110 0.024
H -3.37087 2.61049 -1.75302 0.020
H -2.89160 4.13391 -2.51495 0.018
H -4.52370 3.95876 1.44163 0.021
H -2.97860 3.80736 2.32060 0.018
H -3.55139 2.47157 1.31122 0.013
Cl -4.21308 0.57031 -6.72860 0.587
C -2.91250 0.67234 -5.55328 -0.689
C -2.43004 -0.48215 -4.95773 -0.122
C -1.39644 -0.39541 -4.03520 -0.086
C -0.81639 0.83442 -3.68247 -0.349
C 0.29570 0.91423 -2.71087 -0.293
C -1.33361 1.97610 -4.30891 -0.067
C -2.37071 1.90369 -5.23102 -0.127
H -2.86084 -1.44273 -5.21664 0.097
H -1.02479 -1.30238 -3.56567 0.062
H 0.87913 1.82896 -2.80460 0.015
H 0.93505 0.03955 -2.75572 -0.003
H -0.91480 2.94567 -4.05504 0.108
H -2.75669 2.79999 -5.70408 0.097
```

Values from the calculation:
- Highest occupied orbital energy: -4.02 eV
- Net charge: -1
- Relative energy (zero: lowest compared OMol25 entry of this formula, charge and spin): 0.987 eV
- Kohn-Sham gap: 6.4 eV

Number 1: DFT total energy -14603.9966 eV. Number 2: DFT total energy -115282.2909 eV. Number 3: DFT total energy -9238.0883 eV. Number 4: DFT total energy -165384.7728 eV.